A 2-piece molecular cluster, C2H6N2 overall in a non-equilibrium geometry. Source: the OMol25 dataset; level of theory: ωB97M-V/def2-TZVPD.

```
10
Properties=species:S:1:pos:R:3:forces:R:3:nbo_charge:R:1
C 1.8920 0.2813 1.1866 0.1 -0.1 -1.1 -0.0301
N 1.1066 0.6768 2.0903 -0.6 -1.0 -0.2 -0.6006
H 2.7429 -0.4062 1.2491 -0.3 -0.3 0.6 0.1443
H 1.7296 0.5862 0.1481 0.2 0.7 0.2 0.1525
H 1.1778 0.0473 2.8934 0.5 0.7 0.4 0.3345
C -2.0351 -0.4424 -1.6137 -0.1 -0.2 -1.0 -0.0444
N -0.8226 -0.1013 -1.7082 0.0 0.0 0.8 -0.5895
H -2.3923 -1.1715 -2.3423 -0.1 0.0 0.1 0.1539
H -2.7924 -0.0162 -0.9584 0.2 0.0 0.4 0.1503
H -0.6064 0.5461 -0.9448 0.1 0.2 -0.2 0.3290
```
Positions in Å, forces in eV/Å.

Output
relative energy (zero: lowest compared OMol25 entry of this formula, charge and spin) = 56.2 kcal/mol
orbital gap = 11.336 eV

A 2-piece molecular cluster, C3H2BrClO overall in a non-equilibrium geometry. Source: the OMol25 dataset; level of theory: ωB97M-V/def2-TZVPD.

```
8
Properties=species:S:1:pos:R:3:forces:R:3:nbo_charge:R:1
C -0.7075 0.4894 0.0433 4.3 -1.0 0.8 -0.1326
C -1.2273 -0.7028 0.1000 0.9 1.3 -1.2 -0.3216
C 1.5879 0.6256 0.2057 -3.4 1.1 1.2 0.4228
O 2.0987 1.5395 0.7387 -0.3 -0.8 -0.7 -0.4972
Cl -2.7752 -1.0244 -0.5106 -1.3 -0.3 0.1 0.0271
Br 2.3829 -0.9003 -0.5179 0.5 -0.7 -0.4 0.0536
H -0.7939 1.4994 -0.1607 -1.0 1.5 -0.2 0.2140
H -0.5655 -1.5265 0.1015 0.4 -1.0 0.6 0.2338
```
Positions in Å, forces in eV/Å.

Output
relative energy (zero: lowest compared OMol25 entry of this formula, charge and spin) = 65.6 kcal/mol
orbital gap (alpha / beta) = 8.526 / 8.528 eV

A 2-piece molecular cluster, C3H7NO overall in a non-equilibrium geometry. Source: the OMol25 dataset; level of theory: ωB97M-V/def2-TZVPD.

```
12
Properties=species:S:1:pos:R:3:forces:R:3:nbo_charge:R:1
C -0.3516 -0.4774 1.4960 -1.0 2.7 -0.2 -0.5293
C -0.9819 -0.1046 0.3413 -0.9 -0.4 3.1 -0.0165
N -1.2439 1.2641 0.1893 0.8 -0.5 0.8 -0.8169
H -0.3029 0.3815 2.3087 0.8 -2.1 -1.7 0.1940
H -0.2179 -1.5040 1.7011 0.1 -0.8 0.6 0.2052
H -1.7114 -0.8616 -0.0571 1.4 0.9 -0.8 0.2217
H -0.5079 1.8609 0.5977 -0.7 -0.6 -0.5 0.3733
H -1.4795 1.5231 -0.7216 -0.4 0.7 -1.5 0.3732
C 1.6871 -0.5164 -1.4600 -1.5 -1.1 -1.5 0.2813
O 0.9008 -1.1948 -2.1362 2.0 2.1 1.6 -0.5082
H 2.4412 -0.9735 -0.8263 0.2 -0.5 0.3 0.1130
H 1.7680 0.6029 -1.4327 -0.6 -0.5 -0.4 0.1091
```
Positions in Å, forces in eV/Å.

Output
relative energy (zero: lowest compared OMol25 entry of this formula, charge and spin) = 73.7 kcal/mol
orbital gap = 9.020 eV

A 2-piece molecular cluster, C27H26N2O4S overall in a non-equilibrium geometry. Source: the OMol25 dataset; level of theory: ωB97M-V/def2-TZVPD.

```
60
Properties=species:S:1:pos:R:3:forces:R:3:nbo_charge:R:1
C -2.4124 -4.7542 1.2812 -0.4 0.0 -0.1 -0.7495
S -2.3746 -3.0415 0.6135 -0.3 -0.9 0.6 0.8858
C -2.9926 -2.3562 2.1690 0.0 0.5 -0.1 -0.7624
C -0.7125 -2.6613 0.6284 0.7 0.3 -0.1 -0.7668
C 0.2185 -3.6137 0.1534 0.2 -0.7 -0.1 0.0260
C 1.5194 -3.6873 0.7682 -0.1 -0.4 -0.3 -0.2601
C 2.4293 -4.6681 0.4178 0.0 0.1 -0.6 -0.1682
C 2.1172 -5.5762 -0.6237 -0.7 0.9 -0.1 -0.0159
N 3.1507 -6.3169 -1.2681 1.7 -1.3 -0.9 0.4931
O 2.8773 -6.9753 -2.3024 0.3 1.0 1.8 -0.4229
O 4.3171 -6.2584 -0.8112 -1.9 -0.1 -0.5 -0.4175
C 0.8455 -5.5498 -1.2329 0.7 0.1 0.3 -0.1481
C -0.0867 -4.6096 -0.8481 0.1 0.1 0.5 -0.3215
H -1.9727 -5.4747 0.5886 -0.1 0.3 0.2 0.2540
H -1.8871 -4.7356 2.2388 0.1 0.0 -0.2 0.2347
H -3.4748 -4.9666 1.4430 0.2 -0.1 -0.1 0.2243
H -3.2367 -1.3049 1.9517 0.1 -0.7 0.4 0.2979
H -3.8893 -2.9370 2.4355 0.4 0.3 -0.1 0.2331
H -2.1955 -2.4417 2.9192 -0.3 -0.1 -0.2 0.2338
H -0.3807 -1.8273 1.2447 -0.3 -0.5 0.2 0.2338
H 1.7477 -2.9815 1.5699 0.0 -0.2 -0.3 0.2114
H 3.4198 -4.7404 0.8726 -0.4 0.1 -0.1 0.2449
H 0.6728 -6.2592 -2.0379 -0.1 0.2 0.2 0.2457
H -1.0707 -4.6454 -1.3217 0.3 0.2 0.1 0.2041
C 5.5325 2.9813 -0.6915 -0.3 -0.1 0.0 -0.3912
N 4.2510 3.2101 -1.3201 0.5 0.2 -0.2 -0.5075
C 4.2055 4.1925 -2.3821 -0.1 -0.2 0.2 -0.3923
C 3.1085 2.5445 -0.8592 -0.9 -0.4 0.3 0.2110
C 2.3142 3.1157 0.1592 0.3 -0.3 -0.5 -0.2262
C 1.1599 2.4845 0.5767 -0.3 -0.5 -0.4 -0.1277
C 0.7012 1.2990 -0.0662 1.3 0.5 0.1 -0.1479
C -0.6414 0.8177 0.1513 -0.8 0.8 -0.1 0.0072
C -1.6808 1.6965 0.3262 0.8 -0.5 -0.2 -0.3072
C -3.0354 1.3297 0.7807 -0.7 -1.1 -0.1 0.5523
O -3.4961 0.2237 1.0720 0.8 1.3 -0.5 -0.6018
C -3.8520 2.5555 0.7626 -0.3 0.7 -0.1 -0.0532
C -3.1009 3.6135 0.2466 -0.8 -0.1 -0.1 -0.1289
C -3.6899 4.8535 0.0256 -0.2 0.0 0.1 -0.1636
C -5.0534 5.0044 0.3197 0.1 -0.3 0.1 -0.1877
C -5.8133 3.9319 0.8404 0.5 0.0 -0.1 -0.1910
C -5.2041 2.6933 1.0738 0.1 0.2 0.0 -0.1921
C -1.7279 3.1446 -0.0962 1.1 0.9 0.0 0.5486
O -0.8774 3.8327 -0.6538 -1.3 -1.0 0.7 -0.5225
C 1.5797 0.6588 -0.9721 -0.7 0.1 0.2 -0.1036
C 2.7445 1.2839 -1.3831 0.3 0.5 0.1 -0.2460
H 5.3947 2.2511 0.1134 0.2 0.2 -0.1 0.2097
H 6.2553 2.5793 -1.4152 0.1 0.1 0.1 0.1824
H 5.9333 3.9112 -0.2640 0.1 -0.1 0.0 0.1794
H 3.1797 4.3075 -2.7445 0.2 0.0 0.1 0.2134
H 4.5644 5.1713 -2.0307 -0.1 -0.1 -0.1 0.1790
H 4.8390 3.8812 -3.2257 -0.1 0.1 0.0 0.1815
H 2.6032 4.0855 0.5656 0.0 -0.3 0.0 0.2231
H 0.5938 2.9120 1.4016 -0.1 -0.1 -0.3 0.2159
H -0.8462 -0.2507 0.0652 0.0 0.1 0.3 0.2379
H -3.0774 5.6647 -0.3659 -0.3 -0.1 0.0 0.2359
H -5.5396 5.9629 0.1370 0.1 -0.2 0.1 0.2227
H -6.8768 4.0640 1.0536 0.4 0.0 -0.1 0.2239
H -5.7413 1.8392 1.4858 0.0 0.3 -0.2 0.2341
H 1.2815 -0.3060 -1.3873 0.1 0.3 0.0 0.2173
H 3.3829 0.8423 -2.1490 -0.2 0.0 0.3 0.2255
```
Positions in Å, forces in eV/Å.

Output
relative energy (zero: lowest compared OMol25 entry of this formula, charge and spin) = 193.8 kcal/mol
orbital gap = 5.494 eV

A 4-piece molecular cluster, C24H52BrINO11P3S6 overall in a non-equilibrium geometry. Source: the OMol25 dataset; level of theory: ωB97M-V/def2-TZVPD.

```
99
Properties=species:S:1:pos:R:3:forces:R:3:lowdin_charge:R:1
C 1.6738 5.9912 2.3346 0.1 -0.7 -0.8 -0.1504
C 1.7964 4.4920 1.9339 -0.4 0.6 0.6 -0.5559
S 3.3127 4.1496 0.9973 0.3 -0.1 -0.1 0.8578
C 2.9320 3.2484 -0.5519 -0.3 0.6 0.4 -0.4716
C 1.6468 3.6062 -1.3182 -0.5 -0.8 -0.3 -0.6326
O 0.4695 2.9548 -0.8485 0.9 -0.1 0.1 -0.1658
C 0.4661 1.5265 -0.9939 -2.4 -0.6 0.5 -0.2575
C -0.7288 1.1528 -1.9403 1.1 0.1 -0.5 -0.2440
C -1.7566 2.2561 -2.0688 -1.0 -0.5 0.5 -0.7190
C -2.5446 2.5537 -0.7794 0.3 0.6 -0.3 -0.1348
I -3.1845 1.5696 -3.5768 0.2 0.1 -0.1 0.7986
C 0.2026 0.7605 0.3522 1.8 0.7 0.4 -0.3424
C 1.1365 -0.4546 0.3474 -0.7 -0.5 -0.5 -0.1867
C 0.8906 -1.4013 -0.8240 0.4 -0.9 0.3 -0.2400
C 1.6616 -2.7267 -0.5983 0.5 0.8 -0.4 -0.5223
S 2.7138 -3.2457 -1.9958 -0.1 -0.5 -0.3 0.6981
N 0.5572 1.6196 1.5043 0.3 -0.7 0.4 -0.2157
P 0.0596 0.9609 3.0010 -1.4 0.2 -0.5 0.5347
O -0.2041 2.2897 3.9202 1.1 -0.5 0.0 -0.3846
Br 1.9559 0.1247 3.9049 0.2 0.3 0.1 0.2526
P 1.2409 5.4551 -1.3025 1.1 0.9 -0.5 0.4233
S 2.7295 6.6804 -1.4764 -0.1 0.0 0.2 0.1779
P 2.0091 3.2369 -3.1170 0.8 0.8 -0.6 0.4335
O 2.7326 4.2990 -3.8081 0.4 0.8 -0.2 -0.2840
O 0.6331 3.0006 -3.8907 -0.2 -0.6 0.3 -0.1213
O 2.9089 1.9058 -3.1422 -0.9 -0.5 0.2 -0.1143
H 2.4384 6.5569 1.8075 0.0 0.3 0.2 0.0435
H 0.7031 6.3434 1.9954 -0.1 0.3 0.1 0.0550
H 1.7357 6.1204 3.4078 0.1 0.1 0.1 0.0660
H 1.8150 3.9201 2.8527 0.2 -0.4 0.1 0.0368
H 0.8872 4.1880 1.4333 0.1 -0.3 -0.4 0.0389
H 3.7700 3.4619 -1.2128 0.2 0.2 0.2 0.0731
H 2.9864 2.1862 -0.3367 -0.3 -0.2 -0.2 0.0601
H 1.3944 1.1205 -1.3839 0.2 0.5 -0.2 0.1099
H -0.3204 0.9220 -2.9223 -0.1 0.1 -0.2 0.0828
H -1.2004 0.2332 -1.6057 -0.1 0.0 0.2 0.0815
H -1.3634 3.1735 -2.4719 0.2 0.0 -0.3 0.0423
H -3.6063 2.5987 -0.9759 -0.2 -0.2 0.2 0.0310
H -2.2816 3.5512 -0.4279 0.2 0.0 0.1 0.0758
H -2.3289 1.8663 0.0303 -0.1 -0.2 0.0 0.0697
H -0.8345 0.4629 0.4544 -0.1 -0.1 0.0 0.1131
H 2.1773 -0.1185 0.3481 0.1 0.1 0.0 0.1245
H 1.0155 -1.0404 1.2574 -0.2 0.1 0.2 0.0820
H -0.1596 -1.6787 -0.8763 -0.2 0.4 -0.1 0.0806
H 1.1990 -0.9905 -1.7816 -0.1 0.2 -0.1 0.0915
H 0.9693 -3.5430 -0.4324 0.0 -0.3 0.0 0.0539
H 2.3080 -2.6423 0.2683 0.0 -0.1 0.2 0.0670
H 3.7278 -2.3605 -1.9609 -0.3 0.1 0.3 -0.1496
H 1.5630 1.7800 1.4697 -0.1 0.5 0.1 0.0473
H 0.6197 2.5655 4.3640 -0.5 0.3 0.2 -0.0077
H 0.3716 5.6178 -2.4012 -0.3 -0.5 0.3 -0.0038
H 0.4682 5.6842 -0.1504 -0.2 -0.5 -0.2 -0.0135
H 0.7090 3.4280 -4.7600 -0.1 0.0 0.2 0.1108
H 3.1887 1.7624 -4.0622 0.2 0.0 0.3 0.1026
O -1.9117 -3.7461 0.6212 0.1 0.3 0.0 -0.3176
S -2.5689 -3.2744 -0.5752 -0.1 -0.1 -0.4 0.6609
O -2.6791 -1.8607 -0.8627 0.2 0.1 0.3 -0.3457
C -1.8491 -4.1108 -1.9826 -0.5 0.0 0.1 -0.2435
C -2.7002 -5.3722 -2.1271 -0.1 0.1 0.1 -0.2185
C -4.1552 -4.9298 -1.9206 0.1 0.0 0.0 -0.2048
C -4.1914 -4.0311 -0.6794 -0.4 -0.2 -0.1 -0.2188
H -0.8051 -4.3063 -1.7909 0.0 0.1 0.2 0.0630
H -1.9570 -3.4562 -2.8489 0.0 0.0 0.0 0.1192
H -2.5568 -5.8388 -3.0957 0.0 0.0 0.0 0.0846
H -2.4235 -6.0964 -1.3573 0.1 0.0 0.0 0.1282
H -4.4914 -4.3679 -2.7947 0.0 0.0 0.0 0.1187
H -4.8232 -5.7821 -1.8034 0.0 0.0 0.0 0.1143
H -4.9436 -3.2498 -0.7577 0.1 0.1 0.1 0.1019
H -4.3498 -4.6063 0.2310 0.1 0.1 0.0 0.1042
O -1.2875 -6.2083 -5.2098 -0.2 0.0 0.3 -0.3138
S -0.0524 -5.9348 -4.5159 0.6 0.1 -0.1 0.6803
O -0.0082 -5.7176 -3.0876 0.0 -0.5 -0.4 -0.3411
C 1.1436 -7.1860 -4.9597 0.2 -0.2 -0.2 -0.2236
C 1.8243 -6.6277 -6.2056 -0.1 0.1 0.0 -0.2164
C 2.0679 -5.1392 -5.9174 0.0 -0.1 0.0 -0.2087
C 0.7707 -4.5664 -5.3339 0.3 0.2 -0.2 -0.2170
H 0.6364 -8.1334 -5.1274 -0.1 0.1 0.1 0.1095
H 1.8474 -7.2772 -4.1327 -0.1 0.0 0.1 0.1105
H 2.7517 -7.1555 -6.4223 0.0 0.0 0.0 0.1162
H 1.1655 -6.7342 -7.0703 0.0 0.0 0.0 0.1195
H 2.8752 -5.0357 -5.1894 0.0 0.0 0.0 0.1123
H 2.3652 -4.5982 -6.8145 0.0 0.0 0.0 0.1151
H 0.9621 -3.7804 -4.6054 -0.1 -0.1 0.1 0.0770
H 0.1067 -4.1974 -6.1138 -0.1 -0.1 0.0 0.1072
O 1.0732 3.2657 9.1129 0.1 0.1 -0.1 -0.3115
S 0.2128 3.0956 7.9715 -0.3 -0.2 0.0 0.6638
O 0.7177 3.1935 6.6254 0.3 0.1 -0.1 -0.3364
C -0.6810 1.5577 8.1513 -0.3 -0.2 0.1 -0.2256
C -1.9382 1.9409 8.9256 0.0 0.1 0.0 -0.2197
C -2.4285 3.2544 8.3024 0.0 -0.1 0.0 -0.2131
C -1.2107 4.1753 8.1550 -0.4 0.1 0.0 -0.2173
H -0.0565 0.8321 8.6670 0.1 0.1 -0.1 0.1095
H -0.9259 1.1994 7.1511 0.1 0.0 0.0 0.1071
H -2.6942 1.1592 8.8695 0.0 0.0 0.0 0.1153
H -1.6939 2.0993 9.9784 0.0 0.0 0.0 0.1191
H -2.8578 3.0519 7.3192 0.0 0.0 0.0 0.1174
H -3.2032 3.7239 8.9069 0.0 0.0 0.0 0.1132
H -1.2854 4.8148 7.2791 0.2 0.0 0.0 0.1026
H -1.0536 4.7823 9.0445 0.1 0.0 0.0 0.1041
```
Positions in Å, forces in eV/Å.

Output
relative energy (zero: lowest compared OMol25 entry of this formula, charge and spin) = 0.0 kcal/mol
orbital gap = 7.998 eV

A 2-piece molecular cluster, CH6OP2 overall in a non-equilibrium geometry. Source: the OMol25 dataset; level of theory: ωB97M-V/def2-TZVPD.

```
10
Properties=species:S:1:pos:R:3:forces:R:3:nbo_charge:R:1
C 0.6813 -1.7147 0.1843 -2.6 2.4 1.6 -0.9642
O -1.6299 1.2720 0.1455 -0.3 0.1 0.5 -0.9463
P 1.2876 1.3021 0.3923 0.1 -0.8 0.5 -0.0289
P 0.9272 -0.2034 -0.9061 -0.5 -0.3 0.0 0.3178
H 0.6362 -2.6335 -0.3106 1.0 -1.4 -0.8 0.2341
H -0.4208 -1.6900 0.6030 1.7 0.5 -1.0 0.2440
H 1.2249 -1.5955 1.1105 0.6 -0.7 0.1 0.2385
H -2.3180 0.8898 -0.3970 -0.3 0.1 -0.3 0.4746
H 0.9214 2.3143 -0.5177 0.4 0.1 -0.5 -0.0421
H -1.3100 2.0590 -0.3042 -0.2 -0.1 -0.2 0.4725
```
Positions in Å, forces in eV/Å.

Output
relative energy (zero: lowest compared OMol25 entry of this formula, charge and spin) = 40.5 kcal/mol
orbital gap = 7.926 eV

Q: Which of these has the lowest relative energy (zero: lowest compared OMol25 entry of this formula, charge and spin)?
A: C24H52BrINO11P3S6

Q: What is the formula in the fourth record?
A: C27H26N2O4S

Q: Look up the relative energy (zero: lowest compared OMol25 entry of this formula, charge and spin) of the fifth one.
A: 0.0 kcal/mol